1.
ORCA calculation (the ωB97M-V functional and the def2-TZVPD basis) on a single C7H9NOS molecule in a non-equilibrium geometry.

Geometry (Å):
1 C 1.56 1.21 1.86
2 C 2.20 1.82 0.81
3 C 0.63 0.20 1.59
4 C 0.64 0.00 0.07
5 C -0.52 -0.52 -0.67
6 C -1.56 -1.21 0.06
7 C -0.99 0.16 -1.98
8 N 0.76 -1.23 -0.83
9 O -0.06 -0.37 2.41
10 S 1.66 1.19 -0.70
11 H 1.52 1.45 2.88
12 H 2.88 2.55 0.99
13 H -2.32 -1.44 -0.61
14 H -2.03 -0.58 0.85
15 H -1.37 -2.25 0.38
16 H -1.59 -0.56 -2.61
17 H -0.22 0.75 -2.50
18 H -1.86 0.98 -1.69
19 H 0.69 -2.15 -0.29

SMILES: CC1(C)N[C@@]12SC=CC2=O
HOMO-LUMO gap in eV: 8.5



2.
ORCA calculation (the ωB97M-V functional and the def2-TZVPD basis) on a molecular structure, C31H35N4O6Zr in a non-equilibrium geometry.

Geometry (Å):
1 Zr 0.48 -0.51 -0.12
2 O -3.23 1.08 1.89
3 C -3.28 0.93 3.28
4 C -2.99 -0.51 3.67
5 N -1.71 -0.95 3.13
6 C -0.54 -0.50 3.84
7 C 0.64 -0.03 2.98
8 O 1.78 -0.08 3.42
9 O 0.31 0.39 1.81
10 C -1.66 -2.25 2.52
11 C -1.70 -2.35 0.99
12 O -1.90 -3.44 0.48
13 O -1.45 -1.25 0.32
14 H -2.50 0.50 1.60
15 H -4.29 1.21 3.60
16 H -2.59 1.63 3.79
17 H -3.77 -1.13 3.23
18 H -3.04 -0.65 4.77
19 H -0.14 -1.26 4.54
20 H -0.82 0.36 4.45
21 H -2.48 -2.89 2.88
22 H -0.74 -2.77 2.80
23 O 0.92 -1.92 -1.57
24 C 0.78 -3.16 -1.94
25 C 0.42 -3.46 -3.26
26 C 0.27 -4.77 -3.67
27 C 0.47 -5.82 -2.78
28 C 0.83 -5.53 -1.48
29 C 0.99 -4.22 -1.04
30 C 1.36 -3.93 0.36
31 N 1.49 -2.76 0.96
32 C 1.91 -3.02 2.25
33 C 2.02 -4.36 2.43
34 N 1.67 -4.93 1.23
35 H 0.25 -2.63 -3.93
36 H -0.03 -4.97 -4.69
37 H 0.35 -6.85 -3.10
38 H 0.96 -6.36 -0.79
39 H 2.10 -2.22 2.94
40 H 2.32 -4.95 3.29
41 H 1.63 -5.91 1.02
42 N 2.70 -0.17 0.00
43 C 2.24 1.14 -0.45
44 C 1.73 1.24 -1.89
45 C 2.13 2.58 -2.47
46 C 2.54 3.62 -1.73
47 C 2.73 3.52 -0.28
48 C 2.66 2.29 0.28
49 H 3.10 -0.13 0.94
50 H 3.34 -0.67 -0.62
51 H 2.22 0.48 -2.52
52 H 2.09 2.70 -3.55
53 H 2.77 4.55 -2.22
54 H 2.97 4.40 0.29
55 H 2.91 2.14 1.33
56 C -2.24 1.40 -1.78
57 C -0.87 2.00 -2.14
58 C -0.94 2.35 -3.64
59 C 0.20 0.90 -1.91
60 C -0.71 3.27 -1.30
61 C -0.74 4.55 -1.85
62 C -0.66 5.69 -1.06
63 C -0.55 5.57 0.32
64 C -0.51 4.31 0.89
65 C -0.59 3.18 0.09
66 H -2.36 0.42 -2.26
67 H -3.05 2.05 -2.11
68 H -2.35 1.26 -0.71
69 H -1.10 1.42 -4.19
70 H -0.02 2.81 -4.00
71 H -1.77 3.02 -3.87
72 H 0.01 0.18 -2.72
73 H -0.82 4.67 -2.92
74 H -0.69 6.66 -1.53
75 H -0.48 6.46 0.94
76 H -0.41 4.19 1.96
77 H -0.54 2.22 0.57

Net charge: -1
HOMO-LUMO gap in eV: 5.5



3.
ORCA calculation (the ωB97M-V functional and the def2-TZVPD basis) on 2 unconnected molecules or ions with the total composition C3H10N2 in a non-equilibrium geometry.

Geometry (Å):
1 C -0.09 -1.73 -0.74
2 N -1.41 -1.29 -0.27
3 H 0.40 -1.10 -1.48
4 H 0.61 -1.85 0.07
5 H -0.12 -2.72 -1.23
6 H -1.62 -2.01 0.43
7 H -2.10 -1.60 -0.95
8 C 1.24 0.91 1.40
9 C 0.64 1.80 0.58
10 N -0.22 1.78 -0.49
11 H 0.82 0.00 1.81
12 H 2.22 1.26 1.65
13 H 1.05 2.81 0.65
14 H -0.52 2.70 -0.76
15 H -0.89 1.05 -0.67

SMILES: C=CN.CN
HOMO-LUMO gap in eV: 8.7



4.
ORCA calculation (the ωB97M-V functional and the def2-TZVPD basis) on a molecular structure, C18H21BF6N5O5S2Ti in a non-equilibrium geometry.

Geometry (Å):
1 Ti -0.34 0.40 0.09
2 B 2.43 -1.14 1.91
3 N 1.06 -0.85 2.57
4 C 0.79 -0.77 3.87
5 C -0.59 -0.68 4.03
6 C -1.08 -0.71 2.73
7 N -0.08 -0.83 1.85
8 N 2.67 -0.06 0.83
9 C 3.86 0.37 0.41
10 C 3.67 1.29 -0.61
11 C 2.30 1.37 -0.75
12 N 1.70 0.55 0.13
13 H 2.37 -2.23 1.39
14 H 3.29 -1.07 2.75
15 H 1.58 -0.78 4.60
16 H -1.15 -0.59 4.94
17 H -2.11 -0.65 2.40
18 H 4.77 0.01 0.86
19 H 4.43 1.83 -1.16
20 H 1.71 1.98 -1.42
21 C -2.05 -2.81 0.06
22 C -2.63 -1.43 -0.10
23 C -4.07 -1.27 -0.48
24 O -1.89 -0.42 0.02
25 H -2.83 -3.53 0.32
26 H -1.28 -2.80 0.82
27 H -1.59 -3.14 -0.88
28 H -4.50 -2.22 -0.77
29 H -4.14 -0.54 -1.29
30 H -4.64 -0.85 0.36
31 F 0.90 5.29 1.60
32 C 0.95 4.18 0.86
33 F 1.25 4.54 -0.39
34 F 1.95 3.43 1.33
35 S -0.95 2.80 0.89
36 O -0.49 2.20 -0.46
37 O -0.35 1.89 1.90
38 N -2.58 2.33 0.84
39 S -3.12 2.70 -0.59
40 O -3.17 1.66 -1.58
41 O -2.74 4.02 -1.04
42 C -4.93 2.93 -0.17
43 F -5.09 3.84 0.81
44 F -5.50 1.78 0.24
45 F -5.63 3.36 -1.24
46 C -0.01 -0.55 -1.84
47 C 1.25 -1.30 -2.09
48 C 1.52 -2.49 -1.40
49 C 2.66 -3.23 -1.64
50 C 3.59 -2.80 -2.59
51 C 3.35 -1.62 -3.27
52 C 2.20 -0.89 -3.03
53 H -0.86 -1.21 -2.00
54 H -0.11 0.29 -2.53
55 H 0.82 -2.81 -0.63
56 H 2.85 -4.14 -1.08
57 H 4.48 -3.38 -2.79
58 H 4.06 -1.27 -4.01
59 H 2.02 0.03 -3.58

Net charge: -1
Expectation value of S²: 2.0337
Multiplicity: 3
HOMO-LUMO gap (alpha / beta) in eV: 6.9 / 7.3



5.
ORCA calculation (the ωB97M-V functional and the def2-TZVPD basis) on a single C8H9NO2 molecule in a non-equilibrium geometry.

Geometry (Å):
1 C -2.40 -0.22 0.33
2 C 0.78 1.98 -0.23
3 C 1.43 0.93 -1.17
4 C 0.99 -0.51 -1.12
5 C 0.11 -0.88 0.13
6 C -0.90 1.15 1.64
7 C -0.92 0.18 0.50
8 C -0.46 1.55 0.33
9 N -3.33 0.34 -0.29
10 O 1.41 2.99 -0.01
11 O -3.62 1.45 -0.73
12 H -2.69 -1.33 0.58
13 H 1.27 1.31 -2.19
14 H 2.53 0.98 -0.90
15 H 0.50 -0.74 -2.10
16 H 1.88 -1.12 -0.94
17 H -0.24 -1.97 0.08
18 H 0.81 -1.12 1.01
19 H -1.83 1.55 2.01
20 H -0.13 1.00 2.39

HOMO-LUMO gap (alpha / beta) in eV: 7.9 / 8.6



6.
ORCA calculation (the ωB97M-V functional and the def2-TZVPD basis) on 2 unconnected molecules or ions with the total composition C2IN3O3 in a non-equilibrium geometry.

Geometry (Å):
1 C 1.35 -0.79 0.76
2 C -2.01 1.22 -0.29
3 N 1.85 -0.14 1.56
4 N -1.32 2.04 0.11
5 N 0.74 -1.68 -0.13
6 O 1.11 -2.83 -0.22
7 O -0.21 -1.12 -0.64
8 O -0.71 3.05 0.11
9 I -2.92 -0.56 -0.21

SMILES: N#C[N+](=O)[O-].[O-][N+]#CI
HOMO-LUMO gap in eV: 7.4



7.
ORCA calculation (the ωB97M-V functional and the def2-TZVPD basis) on a single C4H6O2 molecule in a non-equilibrium geometry.

Geometry (Å):
1 O 0.93 1.89 0.99
2 C 0.37 1.06 0.29
3 C -1.02 0.96 -0.11
4 C -0.68 -1.30 -0.09
5 O 0.46 -1.13 -0.75
6 C 1.23 -0.14 -0.05
7 H -1.30 0.62 -1.09
8 H -1.67 1.79 0.25
9 H -0.61 -1.40 0.99
10 H -1.40 -1.95 -0.60
11 H 2.04 0.17 -0.70
12 H 1.61 -0.51 0.91

HOMO-LUMO gap (alpha / beta) in eV: 8.6 / 8.6



8.
ORCA calculation (the ωB97M-V functional and the def2-TZVPD basis) on 2 unconnected molecules or ions with the total composition CH5N2S in a non-equilibrium geometry.

Geometry (Å):
1 S -1.99 -1.90 -0.96
2 H -2.62 -2.60 -1.94
3 N 0.86 -0.33 -0.01
4 C 0.63 0.97 0.31
5 N 1.09 1.57 1.36
6 H 1.25 -0.79 0.81
7 H 0.09 -0.84 -0.43
8 H 0.20 1.53 -0.62
9 H 0.50 2.39 1.47

Net charge: -1
HOMO-LUMO gap in eV: 7.2



no.,electronic energy (a.u.)
1,-800.218464
2,-1920.017059
3,-229.748052
4,-3618.465072
5,-515.243282
6,-763.604467
7,-306.375314
8,-548.827280